# 1
Density functional theory data (ωB97M-V/def2-TZVPD) for a cluster of 19 separate species, C25H8Cl72I2N2 in total.

```
109
Properties=species:S:1:pos:R:3:forces:R:3
C -7.870940 5.355275 -0.617371 0.07 0.19 -0.30
C -6.855086 6.505922 -0.429663 -0.35 -0.37 0.35
I -7.830865 8.183901 0.519927 0.06 0.06 -0.20
C -5.631325 6.116227 0.426570 0.07 -0.17 -0.34
C -4.298755 6.122216 -0.348283 0.69 0.01 0.47
C -4.167639 7.306376 -1.207750 -0.80 -0.72 -0.04
N -4.310714 8.130426 -1.988038 0.29 0.63 -0.24
C -4.126603 4.808917 -1.163117 -0.03 0.23 -0.02
I -3.393968 3.224144 0.080283 -0.14 -0.02 0.12
C -3.193247 4.960863 -2.262356 -0.18 0.33 0.39
N -2.484329 5.214578 -3.122813 0.54 -0.06 -0.33
H -7.573400 4.462610 -0.066299 -0.10 0.05 0.07
H -8.873606 5.648742 -0.315899 0.03 -0.14 0.08
H -7.934152 5.088991 -1.676625 0.06 -0.04 0.06
H -6.566718 6.863156 -1.414563 0.11 0.25 0.15
H -5.522211 6.733134 1.314673 -0.05 0.07 -0.09
H -5.781573 5.089136 0.769139 0.10 0.08 0.17
H -3.470181 6.174755 0.364771 -0.10 -0.11 0.03
H -5.098997 4.491645 -1.540592 0.11 -0.05 -0.05
C -6.028313 4.560438 -5.510808 -0.01 0.03 -0.01
Cl -7.673926 4.921305 -4.965714 0.02 0.00 0.03
Cl -5.239308 6.053038 -6.025769 -0.02 0.02 0.03
Cl -5.099563 3.863908 -4.175962 -0.36 -0.11 -0.32
Cl -6.091245 3.420434 -6.849623 -0.08 -0.02 0.03
C -1.325238 1.256525 3.692047 0.03 0.05 0.01
Cl -2.188721 0.686267 2.253767 -0.03 -0.08 -0.04
Cl -0.476352 2.755328 3.303743 0.00 0.00 -0.01
Cl -2.483210 1.551962 4.990337 0.00 0.00 -0.01
Cl -0.165650 0.029799 4.193068 0.02 -0.02 0.02
C 3.589663 -1.429244 5.075078 -0.01 0.04 -0.05
Cl 2.160516 -2.465864 5.167008 -0.01 0.01 0.00
Cl 3.271642 0.113816 5.867840 -0.40 -0.09 -0.01
Cl 4.939617 -2.229084 5.886933 -0.28 0.02 -0.17
Cl 4.010967 -1.137726 3.385047 -0.21 0.00 0.02
C -3.600997 0.279821 -6.260714 0.05 0.03 0.00
Cl -4.316010 -0.359054 -7.746986 0.01 0.01 0.00
Cl -2.733861 1.772967 -6.624529 -0.03 0.04 0.05
Cl -4.878107 0.603044 -5.085717 -0.01 -0.18 0.01
Cl -2.473204 -0.897605 -5.580702 -0.12 0.08 -0.07
C -0.141815 -2.600530 -2.498995 -0.03 0.03 0.01
Cl -0.963283 -4.066529 -1.959031 0.00 0.00 0.00
Cl -0.994883 -1.182597 -1.880433 0.00 0.01 0.00
Cl 1.518655 -2.598652 -1.901772 0.00 0.00 0.00
Cl -0.131214 -2.548141 -4.266277 0.16 -0.12 0.05
C 0.476451 2.680435 -9.513775 0.02 0.00 0.04
Cl 2.041123 2.078072 -8.966752 -0.06 0.07 0.14
Cl -0.084067 3.940829 -8.411679 -0.03 0.01 -0.02
Cl 0.623971 3.354566 -11.151326 -0.04 -0.03 0.15
Cl -0.684598 1.351054 -9.530910 0.03 -0.03 -0.08
C 7.231044 2.337410 6.570572 0.06 -0.02 -0.01
Cl 7.553621 3.113406 5.017492 0.00 0.00 0.00
Cl 8.760054 1.946396 7.363762 -0.01 -0.01 0.00
Cl 6.298818 3.432997 7.595864 0.00 0.00 0.00
Cl 6.302810 0.858275 6.304812 0.31 0.10 0.06
C 8.076650 -4.789480 7.379141 -0.08 -0.02 0.00
Cl 7.383866 -5.567065 8.797415 0.23 -0.17 0.09
Cl 7.389756 -3.160037 7.236925 0.36 0.01 0.12
Cl 9.829815 -4.672620 7.540103 -0.02 0.01 0.01
Cl 7.673984 -5.715541 5.933883 -0.10 -0.11 0.15
C 7.663973 -3.218099 2.619494 -0.01 -0.02 0.01
Cl 6.237157 -4.256969 2.745588 -0.01 0.00 0.00
Cl 7.328620 -1.672209 3.397962 0.25 0.02 -0.01
Cl 9.029368 -4.004638 3.416511 0.08 0.14 -0.15
Cl 8.045290 -2.950041 0.915823 0.00 -0.01 -0.01
C 7.087796 -3.646020 13.074599 0.04 0.08 0.02
Cl 8.714165 -4.144949 13.547966 0.00 0.02 -0.02
Cl 6.453617 -2.507053 14.277637 0.15 0.02 -0.06
Cl 7.145192 -2.841547 11.503363 -0.01 -0.04 -0.04
Cl 6.039544 -5.058070 12.979083 0.37 -0.09 0.17
C -4.509376 4.486429 -10.873532 0.08 0.02 -0.01
Cl -4.733929 5.366266 -9.361599 0.02 0.05 -0.06
Cl -5.797815 3.288593 -11.053805 0.00 -0.02 0.01
Cl -4.564948 5.616784 -12.228720 0.11 -0.07 0.11
Cl -2.944320 3.667394 -10.845269 -0.08 0.00 -0.03
C 2.589218 -5.052201 15.767217 -0.03 0.02 -0.01
Cl 2.505021 -6.355541 14.575779 0.00 -0.01 -0.01
Cl 0.972841 -4.391560 16.031063 0.00 0.00 0.00
Cl 3.224888 -5.685274 17.287913 0.00 0.00 0.00
Cl 3.661668 -3.784971 15.166347 -0.17 -0.06 0.09
C 4.796743 0.792186 -12.199584 -0.02 -0.01 -0.04
Cl 4.759554 -0.537404 -13.360209 0.01 0.05 0.00
Cl 3.176197 1.458711 -12.003576 0.14 -0.06 -0.23
Cl 5.372187 0.190361 -10.638081 0.00 0.00 0.01
Cl 5.888170 2.054019 -12.780257 0.01 0.00 0.01
C 4.301185 -4.598706 -14.718004 0.00 0.01 0.00
Cl 5.335230 -3.608501 -15.755235 0.00 0.01 -0.01
Cl 4.865473 -6.271277 -14.747222 0.00 0.00 0.00
Cl 4.369439 -3.977319 -13.067973 -0.01 -0.08 0.03
Cl 2.638103 -4.526278 -15.306554 0.00 0.00 0.00
C 3.292426 -5.210089 9.687083 -0.05 0.00 -0.03
Cl 4.300323 -4.272124 8.589569 -0.17 0.15 -0.04
Cl 3.831827 -6.896201 9.669171 0.00 -0.03 0.03
Cl 3.439326 -4.566697 11.321874 -0.31 0.06 -0.18
Cl 1.606807 -5.124004 9.165567 0.03 -0.01 -0.02
C -2.513849 -5.118153 9.073082 0.03 0.00 -0.01
Cl -4.160459 -4.744962 9.587813 0.00 -0.01 -0.01
Cl -1.697553 -3.628350 8.580823 0.01 0.02 0.00
Cl -1.626143 -5.855697 10.408639 -0.05 -0.01 0.04
Cl -2.552874 -6.236633 7.709048 -0.02 -0.04 -0.04
C -8.641303 5.731067 -13.177635 0.02 0.01 0.05
Cl -10.091711 6.592685 -13.700730 0.00 0.00 0.00
Cl -8.839451 4.003118 -13.486162 0.00 -0.01 0.00
Cl -7.243127 6.331077 -14.072110 -0.16 0.05 -0.16
Cl -8.389386 5.998301 -11.449848 0.00 0.00 0.01
C -1.219692 -8.580466 4.340739 0.01 0.00 0.00
Cl 0.074038 -7.597052 5.032096 0.00 0.00 0.03
Cl -2.501960 -7.524321 3.739626 -0.01 0.01 0.01
Cl -0.577775 -9.547214 3.010483 -0.01 0.00 -0.01
Cl -1.876988 -9.651725 5.582765 0.01 0.03 0.02
```
Forces are in eV/Å.

Properties
Orbital gap: 9.32 eV
HOMO energy: -9.6759 eV
Total energy: -946843.905 eV

# 2
Density functional theory data (ωB97M-V/def2-TZVPD) for the molecule C4H6O2S.

```
13
Properties=species:S:1:pos:R:3:forces:R:3
C 2.443384 -0.581121 0.283509 -2.27 -1.92 1.47
C 1.188918 -0.471582 -0.255366 2.53 1.93 1.54
S 0.411712 1.116075 -0.679568 4.16 0.09 -2.51
C -0.972584 1.032479 0.223912 -2.96 3.56 3.89
C -1.907675 -0.057287 -0.150706 -6.23 0.31 3.07
O -3.051443 -0.187241 0.416427 4.31 0.54 -1.79
O -1.564673 -0.783266 -1.138725 4.36 -0.72 -1.80
H 3.067900 0.295041 0.738471 -1.09 -1.97 -1.37
H 2.500386 -1.749836 0.640284 1.02 3.18 -0.85
H 0.537856 -1.312710 -0.336714 0.15 -0.86 -0.01
H -1.507103 2.131979 0.257243 0.95 -2.73 -0.84
H -0.704293 1.086632 1.301574 -0.41 -0.92 -0.38
H -0.442387 -0.519159 -1.300345 -4.52 -0.49 -0.41
```
Forces are in eV/Å.

Properties
Energy relative to the best compared isomer or geometry (same formula, charge and spin): 2.9767 eV
Orbital gap: 9.70 eV
HOMO energy: -9.5233 eV
Structure (SMILES): C=CSCC(=O)O
Total energy: -19172.330 eV

# 3
Density functional theory data (ωB97M-V/def2-TZVPD) for a structure of composition C3HO2Tm.

```
7
Properties=species:S:1:pos:R:3:forces:R:3
C -1.611095 -0.333853 0.283793 -2.83 -0.98 0.39
C -1.063934 0.781813 0.461339 6.80 0.56 -1.88
O 0.148711 1.194410 0.212791 -3.19 0.89 1.65
C 1.550441 -0.663916 -0.706661 -2.64 -4.64 0.57
O 0.891492 -1.615402 -0.615826 2.94 4.30 -0.65
H -2.485671 -0.935539 0.107660 -0.05 -0.10 0.05
Tm 2.570053 1.572489 0.256907 -1.02 -0.03 -0.13
```
Forces are in eV/Å.

Properties
Multiplicity: 3
Energy relative to the best compared isomer or geometry (same formula, charge and spin): 0.0000 eV
Orbital gap (spin up / spin down): 8.91 / 7.32 eV
Total charge: +2
HOMO energy (spin up / spin down): -18.9349 / -18.4574 eV
Total energy: -36728.506 eV

# 4
Density functional theory data (ωB97M-V/def2-TZVPD) for the molecule CH4ClP.

```
7
Properties=species:S:1:pos:R:3:forces:R:3
P 0.364611 1.097719 -0.506915 -0.18 -0.18 -0.31
C -0.298749 -0.571932 -0.064242 -0.25 -0.86 4.11
Cl -2.056199 -0.592337 -0.365052 -0.23 -0.06 -0.18
H 0.369489 1.607527 0.790240 -0.05 0.24 0.36
H 1.701776 0.705408 -0.427984 0.48 -0.07 0.02
H 0.150517 -1.378039 -0.633926 0.05 0.03 0.02
H -0.231444 -0.868346 1.207880 0.18 0.90 -4.01
```
Forces are in eV/Å.

Properties
Energy relative to the best compared isomer or geometry (same formula, charge and spin): 0.8272 eV
Orbital gap: 10.76 eV
HOMO energy: -9.9344 eV
Structure (SMILES): PCCl
Total energy: -22911.849 eV